The following is a quantum chemistry calculation of a 6-piece molecular cluster, C32H55FN2O17P overall, from the Open Molecules 2025 dataset.

Output
DFT total energy, hartree: -3082.23937
Highest occupied orbital energy, eV: -4.6
Orbital gap, eV: 6.5
Charge: -1

```
108
Properties=species:S:1:pos:R:3:forces:R:3:lowdin_charge:R:1
C 2.834 1.716 -5.045 -0.67 -0.41 0.20 -0.11
C 2.080 2.748 -4.142 -0.02 -0.08 -0.34 -0.25
C 1.829 2.209 -2.692 0.58 -0.60 -0.87 -0.19
C 3.209 1.970 -1.967 -1.21 0.91 -1.11 -0.27
N 3.035 1.786 -0.506 2.15 1.27 -0.80 -0.19
P 3.139 3.360 0.223 -1.59 0.30 1.61 0.73
N 2.091 3.650 1.361 -0.15 0.49 -0.20 -0.29
C 3.911 0.737 0.098 -0.38 -0.74 1.81 -0.29
C 4.019 1.063 1.669 0.64 0.12 2.48 -0.71
O 3.009 0.926 2.386 -1.26 -0.50 -1.09 -0.06
O 5.109 1.402 2.195 0.49 0.21 -1.77 -0.05
C 5.360 0.642 -0.471 0.25 0.66 -0.85 -0.30
C 6.165 1.961 -0.559 0.81 -0.01 -0.40 -0.05
F 6.166 -0.271 0.242 -0.77 0.19 -0.28 -0.02
C 3.104 -0.639 0.062 0.13 0.00 0.11 -0.26
C 1.556 -0.391 0.010 0.17 -0.53 0.08 -0.07
C 3.573 -1.677 -1.003 -1.01 -0.48 -0.53 -0.20
C 3.049 -1.448 -2.464 0.42 -0.50 -0.15 -0.10
H 3.770 1.338 -4.590 -0.36 0.40 -0.34 0.06
H 3.030 2.099 -6.069 0.02 -0.03 0.70 0.07
H 2.166 0.829 -5.174 0.48 0.52 0.12 0.06
H 2.632 3.714 -4.134 -0.26 -0.49 0.16 0.10
H 1.112 2.945 -4.663 0.53 -0.04 0.52 0.09
H 1.146 2.854 -2.104 0.48 -0.23 -0.26 0.10
H 1.328 1.222 -2.844 0.17 0.65 0.40 0.09
H 3.808 2.889 -2.188 -0.14 -0.73 0.00 0.08
H 3.699 1.144 -2.507 -0.13 0.18 0.81 0.08
H 4.433 3.614 0.768 -0.21 -0.52 -0.77 0.03
H 2.894 4.308 -0.824 0.67 -0.66 -0.10 0.02
H 1.463 4.412 1.104 0.06 -0.36 0.00 -0.06
H 5.338 0.231 -1.511 -0.16 0.17 0.68 0.12
H 7.058 1.744 -1.197 -0.58 0.14 0.39 0.08
H 5.633 2.792 -1.064 0.13 -0.60 0.27 0.05
H 6.551 2.322 0.410 -0.59 -0.42 -0.31 0.08
H 3.260 -1.127 1.051 0.14 0.45 -0.65 0.14
H 1.214 0.263 0.833 0.51 -0.26 -0.39 0.07
H 1.062 -1.383 0.155 0.21 0.54 -0.23 0.08
H 1.219 0.062 -0.941 0.15 -0.31 0.47 0.04
H 4.667 -1.843 -1.061 -0.54 0.32 0.37 0.10
H 3.147 -2.660 -0.679 0.30 0.66 -0.10 0.11
H 2.871 -2.439 -2.947 0.17 0.69 0.22 0.07
H 3.811 -0.930 -3.084 -0.51 -0.17 0.28 0.06
H 2.092 -0.901 -2.538 0.57 -0.20 0.16 0.04
C 1.148 1.425 6.171 -0.13 -0.22 0.43 -0.02
C 0.279 0.954 5.032 0.87 0.20 0.45 -0.33
C -0.189 2.051 4.133 0.54 0.38 -0.72 -0.09
O -1.388 1.488 3.580 -0.41 -0.40 0.50 0.06
C -1.875 0.627 4.509 0.11 0.08 -0.04 -0.55
O -2.959 0.126 4.460 0.05 0.00 0.03 0.12
O -0.970 0.412 5.502 -0.61 -0.02 -0.51 0.08
H 1.469 0.576 6.779 0.08 0.02 -0.08 0.08
H 2.034 1.936 5.795 -0.05 -0.09 -0.13 0.10
H 0.599 2.098 6.834 -0.04 0.07 -0.14 0.08
H 0.794 0.169 4.471 -0.03 0.13 -0.13 0.16
H 0.536 2.285 3.349 -0.13 -0.09 -0.13 0.12
H -0.454 2.971 4.663 0.02 -0.11 0.15 0.14
C -4.612 -2.533 3.484 -0.18 -0.32 0.35 -0.02
C -5.483 -3.004 2.347 0.74 0.34 0.59 -0.34
C -5.952 -1.905 1.437 0.16 0.16 -0.34 -0.10
O -7.150 -2.468 0.889 -0.17 -0.21 0.26 0.06
C -7.639 -3.329 1.824 -0.18 -0.12 0.08 -0.56
O -8.718 -3.829 1.779 0.12 0.07 -0.02 0.15
O -6.730 -3.540 2.814 -0.35 0.03 -0.55 0.08
H -4.294 -3.382 4.093 0.11 0.02 -0.10 0.07
H -3.723 -2.025 3.112 -0.04 0.01 0.03 0.09
H -5.155 -1.857 4.146 0.02 0.13 -0.18 0.09
H -4.971 -3.794 1.786 -0.08 0.05 -0.11 0.16
H -5.233 -1.674 0.652 -0.18 -0.06 -0.11 0.13
H -6.213 -0.985 1.967 0.11 -0.08 0.12 0.14
C -3.236 -4.640 7.327 -0.21 0.33 -0.26 -0.02
C -2.307 -5.360 6.377 -0.55 0.28 0.64 -0.35
C -0.957 -5.676 6.959 0.17 -0.35 0.18 -0.11
O -0.145 -5.762 5.788 -0.19 0.22 -0.16 0.06
C -0.716 -4.946 4.856 0.15 0.19 -0.33 -0.55
O -0.205 -4.634 3.832 -0.09 -0.09 0.12 0.18
O -1.954 -4.538 5.261 0.41 -0.34 -0.10 0.08
H -4.199 -4.457 6.848 0.01 -0.07 0.06 0.08
H -3.404 -5.230 8.229 0.04 -0.05 -0.05 0.09
H -2.833 -3.666 7.608 0.12 -0.09 0.01 0.09
H -2.795 -6.261 5.989 0.13 -0.05 0.02 0.16
H -0.947 -6.615 7.512 0.15 -0.03 -0.17 0.14
H -0.562 -4.880 7.597 -0.18 0.06 -0.01 0.14
C -3.174 -2.471 -2.083 -0.32 0.37 -0.12 -0.03
C -2.120 -2.529 -3.163 -0.52 -0.17 0.64 -0.34
C -0.725 -2.750 -2.649 0.27 -0.35 0.17 -0.09
O 0.067 -2.180 -3.694 -0.36 0.32 -0.23 0.05
C -0.689 -1.206 -4.269 0.17 0.16 -0.08 -0.55
O -0.279 -0.402 -5.044 -0.08 -0.08 0.08 0.15
O -1.981 -1.273 -3.836 0.45 -0.07 -0.24 0.08
H -4.162 -2.325 -2.525 0.02 -0.10 0.01 0.09
H -3.188 -3.394 -1.502 0.06 -0.01 -0.06 0.09
H -3.002 -1.628 -1.410 0.17 -0.08 0.00 0.09
H -2.392 -3.281 -3.911 0.12 -0.01 0.00 0.16
H -0.490 -3.805 -2.512 0.17 0.08 -0.15 0.14
H -0.510 -2.212 -1.721 -0.14 0.01 -0.01 0.13
C -2.163 3.657 -7.089 0.33 -0.22 -0.31 -0.02
C -1.353 4.653 -6.294 -0.59 -0.68 -0.27 -0.35
C -2.047 5.967 -6.067 -0.20 0.17 0.35 -0.11
O -0.941 6.852 -5.878 0.22 -0.14 -0.25 0.06
C 0.104 6.329 -6.582 0.29 0.05 -0.07 -0.55
O 1.121 6.902 -6.799 -0.16 -0.04 0.01 0.17
O -0.180 5.065 -7.004 0.05 0.54 0.30 0.08
H -1.610 2.724 -7.201 -0.07 0.00 0.10 0.09
H -3.110 3.440 -6.592 0.05 0.03 0.05 0.09
H -2.365 4.028 -8.096 -0.05 0.14 0.09 0.09
H -1.032 4.203 -5.349 -0.02 0.12 0.03 0.15
H -2.693 5.954 -5.190 0.16 0.16 0.05 0.14
H -2.621 6.311 -6.932 0.02 -0.17 -0.05 0.14
```
Positions in Å, forces in eV/Å.

=====

The following is a quantum chemistry calculation of a 7-piece molecular cluster, C17H35Cl12IN4OP overall, from the Open Molecules 2025 dataset.

Output
DFT total energy, hartree: -7124.10141
Highest occupied orbital energy, eV: -11.9
Orbital gap, eV: 8.0
Energy relative to the best compared isomer or geometry (same formula, charge and spin), kJ/mol: 0.0
Charge: +1

```
71
Properties=species:S:1:pos:R:3:forces:R:3:lowdin_charge:R:1
N 3.344 2.568 0.242 -0.33 -0.01 -0.05 -0.27
P 2.784 2.185 -1.160 0.79 0.90 1.22 0.71
C 1.639 0.791 -0.913 -0.72 -0.28 -0.14 -0.37
N 1.585 -0.277 -1.944 0.49 -0.16 0.99 0.07
C 0.504 -1.025 -1.421 -0.10 0.60 -0.67 -0.35
N 0.573 -2.330 -1.245 -0.26 -0.15 -0.36 0.26
N -0.491 -0.210 -1.100 0.59 -1.04 0.97 0.14
C 0.142 1.063 -0.512 -0.80 -0.89 -1.43 -0.20
C -0.631 2.241 -1.090 0.73 0.31 -0.09 -0.15
C -0.593 3.416 -0.132 -0.10 -0.02 0.25 -0.85
O -1.069 3.270 0.945 -0.06 0.21 0.47 0.02
I 0.257 5.282 -0.722 -0.16 -0.24 -0.12 0.93
H 3.183 3.537 0.481 0.19 0.05 0.18 -0.04
H 2.153 3.257 -1.813 -0.27 -0.41 -0.55 -0.04
H 3.767 1.717 -2.048 -0.36 -0.31 -0.36 0.00
H 2.034 0.277 -0.038 0.57 0.28 0.10 0.12
H 1.250 0.071 -2.840 0.24 -0.02 -0.21 0.15
H 1.432 -2.738 -0.892 0.46 0.04 -0.79 0.08
H -0.198 -2.962 -1.418 -0.38 0.12 0.67 0.13
H -1.171 -0.653 -0.480 -0.45 0.45 -0.12 0.02
H -0.053 0.921 0.545 0.29 0.52 0.27 0.15
H -1.673 1.941 -1.135 -0.18 0.08 -0.15 0.13
H -0.267 2.498 -2.080 -0.09 0.03 -0.18 0.11
Cl -2.697 -0.811 1.048 -0.24 -0.23 0.25 0.62
C -3.407 0.767 1.544 0.08 0.47 -0.07 -0.61
C -4.360 0.637 2.698 -0.01 -0.15 0.02 -0.67
Cl -5.850 -0.226 2.240 0.03 -0.04 -0.01 0.57
H -3.893 1.192 0.670 -0.04 -0.11 -0.05 0.08
H -2.569 1.403 1.819 0.00 0.00 0.06 0.06
H -4.655 1.628 3.036 0.04 0.04 -0.05 0.09
H -3.914 0.108 3.533 0.00 -0.05 0.01 0.02
Cl 7.558 -1.698 -1.392 -0.01 -0.02 0.01 0.57
C 6.180 -1.606 -2.512 0.08 -0.02 -0.02 -0.66
C 4.910 -1.210 -1.807 -0.06 0.17 -0.13 -0.67
Cl 4.326 -2.495 -0.711 -0.07 0.23 -0.12 0.54
H 6.078 -2.571 -3.001 0.00 -0.03 0.02 0.07
H 6.424 -0.858 -3.265 -0.01 0.04 0.01 0.08
H 4.115 -1.044 -2.531 0.02 -0.04 -0.03 0.05
H 5.049 -0.302 -1.224 0.06 -0.07 0.11 0.06
Cl 1.854 -5.925 -3.991 -0.02 0.05 -0.02 0.57
C 1.643 -5.338 -2.323 0.13 -0.11 -0.15 -0.72
C 0.646 -6.160 -1.550 0.03 0.01 0.11 -0.67
Cl -1.006 -5.920 -2.184 -0.03 0.10 0.04 0.55
H 1.330 -4.301 -2.380 0.02 -0.04 -0.18 0.02
H 2.620 -5.368 -1.850 0.00 -0.12 -0.05 0.01
H 0.633 -5.846 -0.509 0.00 0.00 0.03 0.01
H 0.883 -7.219 -1.591 -0.06 -0.03 -0.09 0.08
Cl 3.054 -4.970 0.583 -0.08 -0.07 0.32 0.58
C 2.853 -4.370 2.257 0.13 0.04 0.12 -0.62
C 1.879 -5.216 3.029 -0.02 0.00 0.07 -0.64
Cl 0.220 -5.029 2.394 -0.02 -0.01 -0.03 0.55
H 2.526 -3.336 2.203 -0.03 0.01 -0.06 0.06
H 3.835 -4.397 2.725 0.02 -0.08 -0.02 0.08
H 1.865 -4.902 4.071 -0.03 0.05 0.00 0.08
H 2.139 -6.269 2.984 -0.03 -0.02 -0.05 0.07
Cl -2.068 7.899 -3.237 0.01 -0.01 0.03 0.53
C -0.898 9.152 -3.730 -0.04 0.07 -0.01 -0.66
C 0.325 8.554 -4.371 -0.02 0.06 -0.08 -0.65
Cl 1.304 7.634 -3.193 0.11 0.00 -0.05 0.48
H -0.641 9.733 -2.849 0.00 -0.03 0.04 0.07
H -1.403 9.801 -4.443 -0.02 -0.03 -0.04 0.08
H 0.960 9.343 -4.767 0.03 0.02 0.06 0.08
H 0.061 7.879 -5.180 -0.01 -0.06 0.03 0.07
Cl -8.036 1.367 6.648 0.02 0.01 -0.02 0.55
C -7.706 -0.144 5.762 -0.07 0.01 -0.02 -0.67
C -6.512 -0.875 6.315 -0.05 -0.15 -0.01 -0.64
Cl -4.988 0.007 6.013 0.02 0.01 0.11 0.57
H -7.565 0.107 4.715 0.03 0.03 -0.01 0.03
H -8.590 -0.771 5.857 0.00 -0.02 0.04 0.08
H -6.420 -1.845 5.830 0.02 0.02 -0.06 0.07
H -6.596 -1.028 7.387 0.03 0.08 0.03 0.07
```
Positions in Å, forces in eV/Å.

=====

The following is a quantum chemistry calculation of an isolated ion of composition C14H27N2O5 and charge +1, from the Open Molecules 2025 dataset.

Output
SMILES: CC[C@@H](C)[C@]1(CCCCOC=O)[C@@H](N)OC[N@H+]1CC(=O)O
DFT total energy, hartree: -1035.08424
Highest occupied orbital energy, eV: -13.1
Orbital gap, eV: 10.1
Energy relative to the best compared isomer or geometry (same formula, charge and spin), kJ/mol: 0.0
Charge: +1

```
48
Properties=species:S:1:pos:R:3:forces:R:3:nbo_charge:R:1
C 2.903 -2.393 1.027 -0.18 -0.16 0.06 -0.62
C 1.465 -1.888 0.786 0.06 0.00 -0.13 -0.43
C 1.237 -1.201 -0.589 0.18 -0.17 0.27 -0.23
C 0.327 -2.031 -1.521 -0.18 0.20 0.10 -0.62
C 0.660 0.247 -0.461 -0.36 -0.61 -0.37 0.21
C -0.764 0.108 0.132 -0.16 0.64 0.25 -0.48
C -1.957 0.704 -0.615 -0.05 -0.01 -0.23 -0.39
C -3.279 0.582 0.159 0.05 -0.10 -0.02 -0.42
C -3.485 -0.696 0.940 -0.38 -0.05 0.18 -0.07
O -3.454 -1.808 0.018 0.83 0.24 -0.18 -0.55
C -3.062 -2.988 0.546 -0.16 -0.10 -0.21 0.65
O -3.466 -3.451 1.561 0.06 0.03 0.54 -0.53
C 0.960 0.923 -1.815 0.53 0.17 -0.20 0.21
N 0.189 2.039 -2.230 0.15 0.22 0.27 -0.82
O 2.405 1.264 -1.671 -0.17 0.22 0.11 -0.54
C 2.862 1.082 -0.378 0.16 -0.26 0.10 0.11
N 1.601 1.075 0.445 0.03 0.47 0.12 -0.40
C 1.289 2.516 0.735 -0.05 0.33 0.14 -0.35
C 0.011 2.706 1.550 0.10 0.11 -0.23 0.78
O -0.123 2.159 2.595 -0.09 -0.23 0.17 -0.50
O -0.958 3.459 0.977 0.00 0.09 0.33 -0.69
H 2.944 -3.478 0.942 0.04 0.01 -0.08 0.24
H 3.247 -2.157 2.033 0.07 0.07 -0.06 0.22
H 3.614 -1.999 0.299 0.03 0.07 0.09 0.20
H 1.161 -1.229 1.608 -0.02 -0.03 0.00 0.19
H 0.791 -2.741 0.857 -0.07 0.08 0.10 0.23
H 2.205 -1.160 -1.085 -0.02 0.16 -0.08 0.22
H 0.926 -2.625 -2.209 -0.04 -0.07 0.05 0.24
H -0.346 -1.411 -2.117 0.09 -0.01 -0.08 0.22
H -0.315 -2.696 -0.948 0.07 -0.08 -0.03 0.22
H -0.762 0.523 1.142 0.02 -0.12 -0.03 0.23
H -0.956 -0.951 0.288 0.09 -0.02 -0.12 0.24
H -2.055 0.232 -1.595 0.03 -0.08 0.05 0.22
H -1.809 1.762 -0.820 -0.02 -0.06 0.03 0.21
H -4.093 0.679 -0.562 -0.06 0.12 0.09 0.23
H -3.364 1.407 0.872 -0.02 -0.02 -0.02 0.22
H -4.438 -0.674 1.470 -0.02 -0.03 -0.08 0.21
H -2.711 -0.839 1.699 -0.01 -0.06 -0.02 0.18
H -2.301 -3.484 -0.076 -0.26 -0.04 -0.25 0.11
H 0.966 0.212 -2.637 -0.07 -0.17 0.15 0.22
H 0.707 2.587 -2.909 -0.15 -0.14 -0.21 0.40
H -0.114 2.657 -1.492 -0.05 -0.07 -0.03 0.36
H 3.525 1.883 -0.051 -0.13 0.14 -0.11 0.21
H 3.374 0.134 -0.222 -0.02 -0.05 0.01 0.20
H 1.689 0.637 1.366 0.15 -0.35 -0.19 0.46
H 1.311 3.092 -0.184 -0.02 -0.19 -0.08 0.24
H 2.107 2.873 1.363 -0.01 -0.05 0.02 0.26
H -0.666 4.360 0.776 0.02 -0.06 -0.21 0.51
```
Positions in Å, forces in eV/Å.

=====

The following is a quantum chemistry calculation of one molecule with the formula CH2N4O2, from the Open Molecules 2025 dataset.

Output
SMILES: NN=c1onno1
DFT total energy, hartree: -408.66115
Highest occupied orbital energy, eV: -8.9
Orbital gap, eV: 9.3
Energy relative to the best compared isomer or geometry (same formula, charge and spin), kJ/mol: 326.6

```
9
Properties=species:S:1:pos:R:3:forces:R:3:nbo_charge:R:1
N -2.433 0.285 -0.044 -0.01 0.68 -0.04 -0.66
N -1.418 -0.660 -0.030 1.24 0.28 0.42 -0.32
C -0.231 -0.249 -0.015 -1.66 0.10 -0.43 0.65
O 0.844 -1.082 0.007 -0.82 -1.70 -0.19 -0.29
N 1.946 -0.349 0.033 -0.04 2.59 0.29 0.14
N 1.649 0.861 0.036 0.78 -0.35 -0.36 0.10
O 0.242 1.030 -0.079 0.89 -0.84 0.52 -0.34
H -2.258 1.179 0.475 -0.23 -1.37 -0.44 0.36
H -3.253 -0.232 0.233 -0.16 0.61 0.22 0.37
```
Positions in Å, forces in eV/Å.

=====

The following is a quantum chemistry calculation of one molecule with the formula C3H6N4O, from the Open Molecules 2025 dataset.

Output
DFT total energy, hartree: -411.99460
Highest occupied orbital energy (alpha / beta), eV: -8.5 / -8.2
Orbital gap (alpha / beta), eV: 7.7 / 7.3
Energy relative to the best compared isomer or geometry (same formula, charge and spin), kJ/mol: 562.8

```
14
Properties=species:S:1:pos:R:3:forces:R:3:nbo_charge:R:1
C -1.580 -0.896 0.160 -0.59 -1.42 4.13 0.48
C -0.970 -0.297 -0.922 -0.86 2.28 -1.71 -0.01
C 2.482 0.422 0.761 1.46 -0.81 1.84 -0.45
N -0.722 -0.695 1.326 -3.01 -0.97 0.26 -0.22
N 0.469 -0.430 1.400 2.08 -0.20 -0.37 0.08
N 1.100 0.328 0.650 -2.26 0.39 -1.44 -0.27
N -1.896 0.524 -1.539 -1.79 -2.70 1.93 -0.73
O -2.732 -1.308 0.383 1.82 0.76 -1.34 -0.58
H 0.122 -0.054 -0.971 -1.08 -0.49 -0.25 0.26
H 2.576 1.352 1.312 1.03 0.49 -0.33 0.22
H 2.828 -0.383 1.494 0.27 0.76 -1.37 0.20
H 2.933 0.447 -0.262 -0.07 -0.08 1.12 0.22
H -1.687 0.822 -2.436 0.31 0.92 -1.91 0.39
H -2.923 0.166 -1.356 2.69 1.06 -0.55 0.42
```
Positions in Å, forces in eV/Å.

=====

The following is a quantum chemistry calculation of one molecule with the formula C5H8N2S2, from the Open Molecules 2025 dataset.

Output
DFT total energy, hartree: -1101.03476
Highest occupied orbital energy, eV: -8.5
Orbital gap, eV: 8.9
Energy relative to the best compared isomer or geometry (same formula, charge and spin), kJ/mol: 397.3

```
17
Properties=species:S:1:pos:R:3:forces:R:3:nbo_charge:R:1
C -0.541 -0.849 0.509 3.39 -0.04 -1.80 0.05
C 0.992 0.955 0.872 0.62 0.20 1.10 0.12
C -0.261 0.258 1.179 0.37 -1.41 -1.18 -0.19
C 0.916 0.101 -1.318 1.67 0.39 -1.09 -0.07
C -1.245 0.907 2.019 0.92 1.92 2.73 -0.62
N 1.486 0.968 -0.277 1.03 -0.80 -0.66 -0.38
N 0.778 -1.277 -0.991 -2.54 1.33 5.82 -0.62
S -0.537 0.947 -1.982 0.04 -0.58 -2.07 -0.07
S 0.116 -2.356 -2.018 -0.05 -1.15 -0.98 0.24
H -1.320 -1.538 0.662 -0.89 -0.85 -0.33 0.19
H 1.610 1.447 1.689 -1.21 -0.20 -0.88 0.20
H 1.739 0.036 -2.046 -0.53 0.67 -0.45 0.22
H -1.581 1.809 1.543 -0.41 0.45 -0.63 0.23
H -0.706 1.383 2.944 -1.17 -1.29 -1.10 0.22
H -2.106 0.304 2.240 -0.21 -0.26 0.46 0.23
H -0.329 0.312 -3.219 -0.56 0.83 1.12 0.15
H 0.990 -3.409 -1.806 -0.48 0.81 -0.04 0.11
```
Positions in Å, forces in eV/Å.